(1)
Here is the molecule CH4ClNP2 from OMol25. Energies are from the ωB97M-V functional and the def2-TZVPD basis.

Positions of all 9 atoms, in Å:
C: 0.0391 -0.5593 1.8893
P: -1.1052 -0.1617 0.4625
N: -0.0128 0.3651 -0.4883
P: -0.5255 1.0626 -2.4705
Cl: 0.1243 -0.5310 -3.4483
H: -0.4157 -0.2693 2.8359
H: 0.2235 -1.6327 1.9063
H: 0.9825 -0.0358 1.7426
H: 0.6897 1.7621 -2.4295

Forces on atoms 1 to 6 (eV/Å):
C -0.5 0.1 -0.2
P -0.2 -0.4 1.0
N 0.2 1.7 -4.0
P 0.0 -0.3 3.9
Cl 0.4 -1.0 -0.7
H 0.0 0.0 0.1

Highest occupied orbital energy, Eh: -0.3117
Max |F|, eV/Å: 4.37
Charge: 0
LUMO, eV: 0.1
Multiplicity: 1
Energy relative to the best compared isomer or geometry (same formula, charge and spin), kJ/mol: 116.0
DFT total energy, hartree: -1238.10549
Kohn-Sham gap, eV: 8.55

=====

(2)
Here is a structure of composition C5H8N2O from OMol25. Energies are from the ωB97M-V functional and the def2-TZVPD basis.

Positions of all 16 atoms, in Å:
C: -2.7141 -0.8189 -0.0304
N: -0.0978 0.3664 -0.6628
C: -1.9547 0.4690 -0.1371
C: 0.3786 -0.4247 0.2242
C: 2.3074 0.1271 -0.2596
C: 2.8055 1.3163 0.0174
N: 0.2025 -1.4517 0.8775
O: -2.4099 1.5665 -0.1671
H: 0.1507 1.3471 -0.6216
H: 1.0086 -2.0456 1.0418
H: 2.9038 -0.7112 -0.6061
H: -2.3737 -1.4837 -0.8240
H: -2.4730 -1.2929 0.9197
H: -3.7876 -0.6324 -0.0974
H: 2.1790 2.1462 0.3330
H: 3.8748 1.5224 -0.0073

Forces on atoms 1 to 6 (eV/Å):
C 0.6 -0.2 0.2
N -7.0 1.2 0.5
C 0.6 1.6 -2.0
C 7.6 -0.2 -1.0
C -1.9 -1.1 1.4
C 0.0 0.0 0.1

Highest occupied orbital energy, Eh: -0.2886
Max |F|, eV/Å: 7.67
Charge: 0
LUMO, eV: 0.6
Multiplicity: 1
Energy relative to the best compared isomer or geometry (same formula, charge and spin), kJ/mol: 497.4
DFT total energy, hartree: -379.89871
Kohn-Sham gap, eV: 8.48